Entry 1:
The following is a DFT calculation (wB97M-V/def2-TZVPD) of one molecule with the formula C24H30N4O4.

The geometry in XYZ format:
```
62
Properties=species:S:1:pos:R:3:forces:R:3
O 1.8046 1.4265 -2.2060 0.06 0.31 -0.13
H 3.3386 1.4140 -1.0061 -0.01 -0.23 -0.06
C -6.4581 1.3751 0.2741 0.09 0.23 -0.11
C -1.6029 -5.3851 1.3643 -0.20 0.01 0.44
C 4.1309 3.8814 0.4884 0.13 0.05 0.17
O 4.3468 -1.2768 0.2779 0.13 -0.38 0.27
N -2.8381 1.7360 -0.3011 0.12 0.31 -0.16
H -0.7333 1.3695 -2.2752 0.10 -0.08 -0.03
H -1.0848 -4.3261 -2.3626 -0.08 -0.07 -0.08
H -4.7769 0.0811 0.6597 0.03 -0.02 0.01
C 5.1460 2.7424 0.4844 -0.07 0.02 -0.06
H 4.6004 4.8627 0.5311 -0.03 0.07 -0.10
C 3.1446 2.0501 1.7154 0.03 0.03 0.16
C -5.8564 3.4474 -0.7225 -0.26 -0.01 0.04
H -6.0930 4.4212 -1.1305 -0.11 0.05 -0.01
C 3.1466 -0.9171 -1.7928 0.35 0.09 0.02
H 0.2495 -2.4025 -3.1750 0.00 0.04 -0.10
C 3.2939 3.5760 1.7278 -0.09 0.05 -0.06
H 3.3654 -1.9683 -1.9840 0.00 0.15 0.06
N -4.5738 3.1309 -0.7282 0.44 -0.03 -0.04
H -0.6804 -5.4343 1.9554 -0.06 -0.05 -0.09
H 4.9068 0.7628 1.4069 -0.08 0.13 -0.07
C 0.9697 -1.8928 -1.2234 -0.23 -0.22 0.15
H 3.4961 -0.2990 -2.6244 -0.02 -0.09 0.06
C -5.1203 1.0263 0.2762 0.03 -0.11 0.05
C -0.3576 0.5405 -1.6733 0.12 0.12 -0.01
H 3.5090 3.8332 -0.4068 -0.05 0.05 -0.10
C -0.6284 0.8014 -0.1824 -0.10 -0.19 -0.03
H -7.1948 0.6892 0.6658 -0.04 -0.06 0.03
O -2.5840 -0.3397 0.6067 -0.16 -0.26 0.11
H 1.5976 -1.6885 0.8112 0.05 0.09 0.07
H 3.8359 3.8914 2.6205 0.00 0.06 0.04
C -4.2116 1.9485 -0.2403 -0.46 -0.02 0.04
C 0.2346 -3.3137 0.5707 -0.16 -0.30 0.12
C -0.5368 -4.0561 -0.3198 0.14 0.18 -0.19
H -3.5168 -4.4018 1.4049 -0.10 0.00 -0.02
H -2.0530 -6.3816 1.3513 0.14 0.12 0.05
O -1.3134 -5.1177 0.0043 0.05 0.04 -0.28
H -0.2764 1.7975 0.0921 0.04 0.01 0.01
H -2.1826 -3.3651 1.8973 -0.01 0.10 0.05
C 4.3184 1.5077 0.8660 0.18 -0.26 0.15
C -2.1136 0.6539 0.1010 0.51 0.16 0.04
H 0.2610 -3.5519 1.6215 -0.04 -0.05 0.10
H 2.2034 1.7616 1.2449 -0.02 -0.06 0.02
H 2.3307 4.0839 1.7186 -0.02 0.06 0.08
C 0.2385 -2.6584 -2.1255 0.10 -0.01 0.18
C 3.8507 -0.4835 -0.4957 -0.16 -0.04 -0.60
C -2.5807 -4.3753 1.9568 0.25 -0.17 -0.27
C -0.5057 -3.7270 -1.6782 -0.10 -0.11 0.15
H -7.8788 2.9090 -0.2476 -0.08 0.05 -0.02
C 0.9862 -2.2456 0.1169 0.01 0.05 -0.29
H -0.8543 -0.3802 -1.9769 -0.05 0.09 0.02
N 1.7036 -0.7585 -1.6761 0.26 -0.37 -0.03
N 3.8300 0.8457 -0.3233 0.06 0.48 -0.03
H 5.9087 2.9221 1.2427 0.05 0.03 0.04
H 5.6382 2.6104 -0.4776 0.11 -0.05 0.02
H 3.1543 1.6348 2.7215 -0.07 -0.06 0.03
H -2.3491 2.5214 -0.7120 -0.03 -0.13 0.08
H -2.7765 -4.6203 2.9971 -0.03 0.00 0.13
C -6.8434 2.6086 -0.2332 -0.03 -0.06 0.03
C 1.1420 0.4467 -1.8924 -0.53 0.12 -0.11
H -0.1072 0.0561 0.4198 -0.12 0.12 0.03
```
Forces are in eV/Å.

The molecular weight comes out at 438.53 g/mol. Its spin multiplicity is 1. The calculation puts the lowest unoccupied orbital energy at 0.706 eV. For the orbital gap, the calculation gives 9.360 eV. The SMILES is CCOc1ccc(N(CC(=O)NC2CCCC2)C(=O)CCC(=O)Nc2ccccn2)cc1. Its electronic energy is -39527.259 eV.



Entry 2:
The following is a DFT calculation (wB97M-V/def2-TZVPD) of one molecule with the formula C24H30N4O5S in a non-equilibrium geometry.

The geometry in XYZ format:
```
64
Properties=species:S:1:pos:R:3:forces:R:3
H 2.7347 0.7902 -0.2305 0.01 0.01 0.01
H 2.3402 3.4898 -0.4864 0.22 0.01 -0.12
H -1.5449 -0.0362 3.9636 0.04 -0.01 0.00
H 5.2810 0.7071 -0.1918 0.04 0.10 0.12
H -1.1125 0.7078 -3.6986 0.13 -0.06 -0.10
C -3.5934 -1.6015 1.6366 -0.26 -0.15 0.39
H 0.4679 -2.0067 0.1273 0.01 0.10 0.00
H -0.8527 -1.6248 -3.1842 0.13 0.03 0.16
H -2.6842 2.7701 -3.9636 0.05 0.12 -0.20
N -2.0200 1.8757 2.2185 -0.27 0.40 0.16
H 6.1282 -0.5819 -1.0484 0.13 -0.02 0.01
C 3.8988 -1.6769 0.1683 -0.18 -0.22 -0.49
H -0.3518 -2.4973 -1.7146 -0.08 0.15 -0.08
C 0.5446 3.4595 0.8363 -0.72 -0.02 -0.03
C 2.4545 -3.3105 1.4433 -0.02 0.10 -0.31
H 4.7431 -2.3698 0.1768 0.08 -0.01 0.07
C -1.7831 -0.4009 2.9620 -0.08 -0.09 -0.07
H -4.6782 -1.7186 1.5644 0.12 -0.04 0.00
C 0.4131 2.8717 -1.2959 0.83 0.11 0.06
O -1.5854 -2.5781 0.1307 0.04 -0.20 0.14
H 1.5109 -3.8505 1.4379 -0.11 -0.11 0.07
C 5.2509 0.0604 -1.0662 -0.26 -0.18 -0.10
C -3.2575 -0.8100 2.9027 0.04 -0.06 -0.10
C -0.5428 -1.5116 -2.1401 0.27 -0.14 -0.19
H 5.2974 0.6830 -1.9562 0.08 0.11 -0.09
C -1.9107 0.9601 -3.0254 0.07 0.06 -0.28
C -2.2250 0.2359 -1.8504 -0.88 0.52 0.42
C 1.2943 3.3019 -0.3539 -0.21 -0.16 -0.40
C 2.7430 0.1305 -1.1041 0.35 0.04 -0.37
S -3.8615 2.2341 -1.9137 0.24 -0.39 -0.02
H 0.5352 2.6072 -2.3272 -0.08 -0.08 -0.18
H 3.2668 -4.0312 1.5011 0.08 -0.08 0.06
C -2.0780 -1.5330 -0.2519 0.10 -0.25 -0.20
N 1.5307 -0.6630 -1.0904 0.22 0.25 0.21
H -2.7268 1.9052 2.9370 0.09 -0.12 -0.05
H -2.8480 3.0602 0.6955 0.11 0.09 0.10
C 0.7236 -0.6348 -2.1531 -0.38 -0.27 -0.08
N -1.6366 -0.9137 -1.3964 0.11 -0.10 0.03
H 3.9643 -1.4058 -1.9626 -0.05 0.01 0.00
H 2.5498 -3.1096 -0.6921 -0.02 0.02 -0.03
H 2.4862 -2.6839 2.3321 0.01 0.07 0.16
H -3.1143 -2.5815 1.6598 -0.15 0.17 -0.01
H 2.7384 0.7384 -2.0096 0.02 -0.01 0.16
H -2.0140 3.9303 2.0096 0.00 -0.09 -0.16
H -1.1535 -1.2654 2.7442 0.07 0.10 0.01
C -2.7099 2.0479 -3.1717 -0.35 -0.07 0.43
N -3.1346 -0.9442 0.4191 -0.23 -0.02 0.13
O 0.9565 0.0480 -3.1421 0.01 0.13 -0.41
H 0.9065 3.7818 1.7915 0.01 0.07 0.24
C 2.5832 -2.4559 0.1873 0.01 0.16 0.34
O -4.6509 0.7160 0.7732 -0.17 0.09 0.01
H 1.4302 -0.7961 0.9619 -0.05 -0.06 0.01
C 3.9765 -0.7766 -1.0656 0.08 0.23 0.28
H -3.4917 -1.4444 3.7596 -0.03 0.02 0.00
C -1.4338 0.6899 1.9564 0.15 -0.26 0.62
O -0.8170 2.7594 -0.7734 -0.46 0.00 0.07
C -0.7363 3.1059 0.5260 0.51 0.59 0.62
O -0.6596 0.5059 1.0374 0.19 -0.12 -0.29
C 1.4116 -1.4703 0.0996 0.07 -0.53 0.15
C -3.2718 0.8008 -1.1473 0.21 0.31 -0.54
C -1.9730 3.0523 1.3574 0.04 -0.16 -0.31
C -3.7702 0.2484 0.0751 0.07 -0.07 -0.28
H -3.9017 0.0693 2.9471 -0.01 -0.09 0.10
H 3.9633 -1.0597 1.0680 0.02 0.06 0.12
```
Forces are in eV/Å.

The molecular weight comes out at 486.59 g/mol. Its spin multiplicity is 1. The calculation puts the lowest unoccupied orbital energy at 0.453 eV. For the orbital gap, the calculation gives 8.663 eV. The SMILES is C[C@@H]1C[C@H](C)CN(C(=O)Cn2c(=O)n(CCCC(=O)NCc3ccco3)c(=O)c3sccc32)C1. Its electronic energy is -52410.750 eV.



Entry 3:
The following is a DFT calculation (wB97M-V/def2-TZVPD) of one molecule with the formula C24H30N4OS.

The geometry in XYZ format:
```
60
Properties=species:S:1:pos:R:3:forces:R:3
H -1.6652 -1.7523 0.3437 -0.01 0.21 0.08
H 1.5977 4.9440 2.1217 -0.03 0.05 0.12
S -2.9277 1.2487 -0.9871 -0.42 0.33 -0.41
C 4.3367 -3.0197 -0.8491 0.00 -0.01 -0.01
H -6.9862 -0.9783 0.2283 -0.07 0.05 0.01
H 1.4303 5.4910 -0.3361 0.06 -0.07 -0.08
H 3.0911 4.7175 1.2036 0.12 -0.01 0.03
H -4.8264 0.1638 0.3892 0.01 -0.01 0.01
O -0.1737 -2.7719 0.2798 -0.27 -0.10 0.03
H 6.4140 -3.0235 -1.3045 0.08 -0.08 -0.06
H 7.2719 0.3444 0.0906 0.06 0.07 0.02
C 3.2773 -2.3074 -0.2846 0.50 0.59 0.17
C -2.0125 0.1977 -0.0871 -0.12 0.13 -0.17
C 4.8011 -0.4990 0.2296 -0.01 -0.26 -0.11
H -0.5434 1.9729 -1.1625 0.16 -0.04 0.09
C -3.7372 -3.0101 -0.0494 0.13 0.19 -0.03
N -2.4096 -1.0558 0.2460 0.70 -0.14 0.26
H 0.9139 1.6370 -0.2031 0.00 -0.02 -0.03
C -0.8953 4.7049 -0.9442 -0.11 0.30 0.05
N -0.7642 0.5574 0.3226 -0.13 -0.34 0.16
H -0.3668 4.4665 -1.8810 -0.08 -0.07 0.01
C 7.2351 -0.6401 -0.3676 0.03 -0.03 -0.02
C -3.6756 -1.6269 0.1211 -0.57 -0.13 -0.04
C -6.1335 -2.9215 -0.0448 -0.11 -0.12 -0.03
C 1.2963 4.4758 0.0443 0.04 0.06 0.16
C -0.5198 2.9941 0.7417 -0.02 -0.32 -0.02
H -2.8164 -3.5722 -0.1142 0.10 -0.07 -0.03
H -4.9922 -4.7201 -0.2726 0.01 -0.07 -0.01
C 0.9101 -2.1976 0.2858 0.29 -0.10 -0.09
H -0.0646 2.8698 1.7275 -0.06 -0.06 0.05
H -1.8421 4.1629 -0.9527 0.06 -0.09 -0.05
H 7.9238 -1.2972 0.1615 0.10 0.02 0.03
C 3.5061 -1.0319 0.2630 0.16 -0.49 -0.26
C 5.8477 -1.2009 -0.3277 -0.05 0.10 0.06
H -7.0884 -3.4208 -0.1162 -0.07 -0.04 -0.01
H 4.9676 0.4815 0.6513 0.04 0.13 0.05
C -0.1679 1.7840 -0.1546 0.00 0.57 -0.04
C 1.1476 -0.8733 0.8436 0.28 0.40 0.21
C 5.5967 -2.4697 -0.8670 -0.22 0.06 0.08
H 4.1575 -3.9988 -1.2683 -0.01 -0.12 -0.05
C -1.1909 6.2013 -0.8908 0.05 -0.28 -0.10
H 2.5764 0.6280 1.2714 -0.05 0.14 0.06
H 7.5802 -0.5584 -1.3974 0.09 0.05 -0.04
H 1.7189 3.7860 -0.7094 -0.01 0.10 -0.01
N -0.1317 4.2840 0.2231 0.12 0.05 -0.02
C -4.8577 -0.9017 0.2345 0.00 0.06 0.09
C -0.0403 -0.1217 1.3845 0.12 -0.21 0.03
H -1.6990 6.4409 0.0389 -0.06 0.04 0.09
C -6.0747 -1.5517 0.1446 0.01 -0.06 0.01
H -1.8298 6.4808 -1.7244 -0.05 0.12 -0.12
H 2.1363 3.3189 1.6853 0.03 -0.13 0.10
H 1.8484 -3.7458 -0.6250 -0.08 0.17 0.09
H -0.2777 6.7887 -0.9448 0.08 0.12 -0.01
C -4.9577 -3.6490 -0.1347 -0.11 -0.04 0.02
N 2.0095 -2.8212 -0.2409 -0.24 -0.34 -0.11
C 2.3942 -0.3433 0.8312 -0.50 -0.26 0.07
H 0.3038 0.6332 2.0993 -0.01 -0.10 -0.02
H -1.6036 3.0053 0.8765 0.07 -0.09 0.04
H -0.7133 -0.8062 1.9048 0.07 0.14 -0.01
C 2.0774 4.3510 1.3479 -0.09 0.04 -0.30
```
Forces are in eV/Å.

The molecular weight comes out at 422.60 g/mol. Its spin multiplicity is 1. The calculation puts the lowest unoccupied orbital energy at -0.284 eV. For the orbital gap, the calculation gives 7.329 eV. The SMILES is CCN(CC)CCN(Cc1cc2cc(C)ccc2[nH]c1=O)C(=S)Nc1ccccc1. Its electronic energy is -44219.512 eV.



Entry 4:
The following is a DFT calculation (wB97M-V/def2-TZVPD) of a 6-piece molecular cluster, C24H30N6 overall in a non-equilibrium geometry.

The geometry in XYZ format:
```
60
Properties=species:S:1:pos:R:3:forces:R:3
C -0.3551 2.9269 4.6699 -3.43 -2.22 -4.50
H 1.2219 1.4899 4.1119 -0.07 0.28 0.30
C 1.1169 -3.8711 -2.3731 11.74 2.75 -0.24
H -0.3091 0.4709 2.3509 1.13 -1.88 -1.33
C 5.3199 0.8559 -1.6841 -2.96 -2.31 0.03
H -2.1901 5.2249 -0.2031 -1.31 -1.83 -1.24
H 0.4989 -0.8181 -2.9401 2.52 -0.65 -3.68
C -1.5111 0.2529 -0.4631 1.48 1.48 -1.38
H -2.4291 3.8549 4.1019 -2.09 2.25 0.65
C -1.7921 3.0819 4.0089 7.38 -6.75 -0.62
H -0.5181 -3.3711 3.4279 2.46 -1.33 1.54
N -1.7231 -1.6701 3.3859 -4.15 2.04 1.17
H 0.2109 3.3029 5.5099 -0.45 0.55 -0.15
C 2.0629 -3.1061 -3.4071 -0.92 -2.90 6.97
C -2.7511 4.4569 -0.8711 -1.41 -1.20 -1.39
C -3.1051 -1.3981 2.6619 6.46 -4.89 -3.27
C 3.3739 -0.2371 -1.0481 4.70 0.82 4.08
H 4.4379 -3.4741 -0.9151 -1.98 -0.07 -1.24
H 3.4239 0.3999 -3.0101 -0.63 0.80 -2.63
H 4.4039 -0.7421 1.0549 0.06 -0.08 0.57
C -3.9951 3.6979 -0.7741 4.71 0.24 -5.64
C -0.2621 -1.5121 -1.0981 -0.99 3.05 -1.12
C -2.9191 -2.2591 1.4639 -0.82 -0.51 1.13
H 1.5989 -4.3021 -0.1541 1.16 -0.55 -1.72
H -4.6291 3.7609 -0.0071 -2.34 -0.06 2.85
C 2.0259 -4.2201 -1.2161 1.62 3.78 -2.12
C -0.0881 -0.5031 -2.2141 -4.48 0.03 7.83
N 5.5219 0.3509 -0.4041 -4.01 0.38 -2.44
H -3.6261 -2.3471 0.5099 1.54 0.48 2.51
C 4.4159 -0.2051 0.1389 -3.31 -0.29 -5.33
H -2.6631 1.4929 2.3649 0.12 0.72 0.33
H -5.1741 2.4599 -2.4821 2.23 0.84 1.00
H -1.6151 -0.9541 4.3519 0.27 -3.63 -3.75
C -4.2011 2.9689 -2.0951 1.60 1.89 -0.19
N -1.1341 -1.1041 -0.1031 1.57 8.74 -12.15
H 0.1939 -4.1821 -2.4751 -4.50 -1.22 -0.79
C -0.8631 0.7149 -1.8331 -0.56 -5.96 5.30
H -0.9531 1.7089 -2.1911 -0.10 0.36 -0.50
C -1.1331 -2.8211 2.8469 -3.02 1.85 -3.18
H 6.2979 0.4299 0.1269 3.17 0.67 1.53
H -2.8741 3.3709 -4.0061 -0.15 -0.74 0.38
C -0.5901 1.1639 3.0429 -2.58 5.79 3.22
H 2.4469 -0.7121 -0.8861 -0.97 -0.24 -0.36
H -1.9611 0.9719 0.3579 0.70 -1.80 -2.10
H 1.8999 -2.9451 -4.4071 -0.20 0.71 -2.02
H -1.4251 4.7659 -2.5521 -1.99 -1.68 0.73
C -1.8661 1.8679 3.0099 3.55 1.35 2.75
H -1.1971 -1.3781 0.7309 -0.46 -2.96 7.86
N 3.3509 -2.9611 -2.7841 -3.53 -3.13 1.43
N -2.2561 4.1929 -2.1781 1.07 1.32 0.77
H -3.6201 -0.5051 2.8509 -0.64 0.83 0.18
H -1.4821 -4.0501 0.7339 -0.25 2.11 2.59
N 0.2909 1.8439 3.9629 -3.48 0.15 -0.60
C -3.0361 3.3159 -2.9301 -2.43 1.24 2.73
C -1.6871 -3.2101 1.5639 -2.65 1.91 1.90
H 6.1399 1.2969 -2.1711 0.59 0.53 -0.66
H 4.0209 -2.2911 -2.9731 1.44 1.46 -1.23
C 3.9679 0.4169 -2.1481 3.38 -0.23 5.22
H 0.2159 -2.3951 -0.7961 0.80 -1.04 -0.75
C 3.4789 -3.5621 -1.5481 -4.57 -1.26 0.75
```
Forces are in eV/Å.

The molecular weight comes out at 402.55 g/mol. Its spin multiplicity is 1. The calculation puts the lowest unoccupied orbital energy at 0.539 eV. For the orbital gap, the calculation gives 7.493 eV. The SMILES is c1cc[nH]c1.c1cc[nH]c1.c1cc[nH]c1.c1cc[nH]c1.c1cc[nH]c1.c1cc[nH]c1. Its electronic energy is -34298.793 eV.